Density functional theory data (ωB97M-V with the def2-TZVPD basis set) for an isolated molecule of C4H6N2 at a distorted geometry.

Summary:
- E_HOMO (alpha / beta) (eV) = -7.52 / -7.22
- E_LUMO (alpha / beta) (eV) = -0.1 / -0.4
- relative energy (zero: lowest compared OMol25 entry of this formula, charge and spin) (kcal/mol) = 146.4
- gap between HOMO and LUMO (alpha / beta) (eV) = 7.445 / 6.817
- max |F| (eV Å⁻¹) = 3.96

Each atom is followed by the atoms it is bonded to, with distances in Å.
Geometry (Å):
1 C -2.29493 0.63181 0.01828  C3 1.857, N5 1.205, H9 1.049
2 C -0.33326 -1.13934 0.17686  C3 1.565, N6 1.417, H7 1.133, H8 1.113
3 C -0.57050 0.33675 0.64033  C1 1.857, C2 1.565, N6 1.339, H10 1.123
4 C 1.55986 0.37405 -0.82415  N6 1.350, H11 1.123, H12 1.010
5 N -2.74746 -0.11844 -0.80884  C1 1.205
6 N 0.46128 -0.00978 -0.13988  C2 1.417, C3 1.339, C4 1.350
7 H 0.08677 -2.01307 0.76235  C2 1.133
8 H -1.14572 -1.44050 -0.52238  C2 1.113
9 H -2.37346 1.52784 0.55816  C1 1.049
10 H -0.40291 0.79867 1.65063  C3 1.123
11 H 2.35419 -0.27624 -1.28061  C4 1.123
12 H 1.92082 1.30431 -0.66936  C4 1.010

=====

Density functional theory data (ωB97M-V with the def2-TZVPD basis set) for a cluster of 2 separate species, C4H6N2 in total at a distorted geometry.

Summary:
- E_HOMO (eV) = -11.30
- E_LUMO (eV) = 0.5
- relative energy (zero: lowest compared OMol25 entry of this formula, charge and spin) (kcal/mol) = 21.1
- structure (SMILES) = CC#N.CC#N
- gap between HOMO and LUMO (eV) = 11.797
- max |F| (eV Å⁻¹) = 1.00

Each atom is followed by the atoms it is bonded to, with distances in Å.
Geometry (Å):
1 C -3.71731 10.14707 -4.48660  C2 1.447, H4 1.092, H5 1.092, H6 1.087
2 C -2.65482 9.60243 -3.66959  C1 1.447, N3 1.147
3 N -1.78907 9.20882 -3.02854  C2 1.147
4 H -4.30802 10.76213 -3.80416  C1 1.092
5 H -4.33820 9.34691 -4.89595  C1 1.092
6 H -3.44836 10.72394 -5.36819  C1 1.087
7 C -0.02915 7.35433 -1.31798  C8 1.471, H10 1.084, H11 1.087, H12 1.088
8 C 0.99741 6.85309 -0.39174  C7 1.471, N9 1.151
9 N 1.76720 6.46794 0.37168  C8 1.151
10 H -0.30015 8.35264 -0.99490  C7 1.084
11 H -0.94096 6.76258 -1.31189  C7 1.087
12 H 0.43267 7.27550 -2.29982  C7 1.088